1.
Here is a structure of composition C31H43BCuN9S3 from OMol25. Energies are from ωB97M-V/def2-TZVPD.

```
88
Properties=species:S:1:pos:R:3:forces:R:3
Cu -0.325 0.379 0.880 0.2 -0.2 -0.7
C 3.879 -0.128 1.579 0.7 -0.4 -1.2
C 4.235 -1.336 0.655 0.3 -0.1 0.8
C 5.693 -1.112 0.133 -0.3 -1.2 -0.2
C 4.125 -2.656 1.439 0.1 0.8 1.4
N 3.295 -1.492 -0.514 2.6 0.5 1.4
C 3.737 -1.632 -1.801 0.4 0.1 -0.7
C 2.650 -1.661 -2.550 -2.1 -0.4 -0.5
N 1.516 -1.602 -1.729 0.5 1.0 -1.1
B 0.101 -1.342 -2.407 0.0 -1.3 1.2
N -0.829 -2.336 -1.618 -1.3 -0.4 0.5
C -0.655 -3.688 -1.890 1.0 2.3 -1.0
C -1.522 -4.392 -1.216 -0.7 0.7 1.4
N -2.225 -3.502 -0.431 -1.1 -0.2 0.1
C -1.838 -2.233 -0.700 1.7 0.1 -0.5
S -2.301 -0.736 0.058 -0.2 -0.4 -0.1
C -3.409 -3.908 0.402 -0.2 -0.9 -1.6
C -3.035 -3.654 1.820 -0.2 -0.1 0.7
C -3.761 -5.443 0.239 -0.3 0.9 1.3
C -4.596 -3.156 -0.211 -1.3 0.1 1.7
N -0.449 0.087 -2.546 -0.4 -0.5 -0.7
C -1.296 0.359 -3.629 -0.2 -1.5 0.6
C -1.419 1.667 -3.754 1.0 1.4 -0.3
N -0.521 2.224 -2.857 0.0 1.6 1.4
C -0.050 1.257 -2.044 1.6 0.2 -0.4
S 1.127 1.480 -0.787 -0.4 -0.4 0.0
C -0.109 3.689 -2.749 -0.6 0.7 0.2
C 1.352 3.873 -3.156 -0.4 0.0 -1.4
C -0.448 4.230 -1.357 0.3 0.6 -0.9
C -1.010 4.479 -3.729 0.9 -1.0 1.3
C 1.978 -1.497 -0.462 -1.2 0.0 -0.6
S 1.077 -1.486 0.991 -0.8 -0.1 -0.1
H 4.695 -0.049 2.278 0.4 0.1 0.3
H 2.966 -0.234 2.126 -0.4 -0.1 0.1
H 3.867 0.780 0.979 -0.2 0.1 0.0
H 6.439 -1.167 0.942 -0.6 -0.2 -0.1
H 5.840 -0.148 -0.317 -0.2 0.6 -0.3
H 5.968 -1.874 -0.635 -0.1 0.5 0.8
H 4.826 -2.674 2.297 -0.4 0.4 -0.3
H 4.446 -3.481 0.854 -0.1 -0.9 -0.8
H 3.098 -2.783 1.846 0.8 -0.1 -0.4
H 4.727 -1.740 -2.208 0.1 0.1 0.7
H 2.543 -1.853 -3.595 0.0 0.2 -0.3
H 0.157 -1.814 -3.516 0.2 0.2 0.0
H 0.093 -3.916 -2.585 0.8 -0.7 -0.7
H -1.623 -5.410 -1.094 -0.3 -1.8 0.0
H -2.160 -4.259 2.044 0.3 0.3 0.2
H -3.788 -3.938 2.523 -0.8 -0.7 0.2
H -2.941 -2.616 2.055 0.8 0.8 -0.2
H -3.139 -6.137 0.785 0.7 0.1 0.1
H -3.904 -5.832 -0.739 0.2 0.1 -1.2
H -4.739 -5.575 0.711 0.0 0.2 0.1
H -5.469 -3.367 0.474 0.6 0.1 -0.8
H -4.827 -3.643 -1.190 0.2 1.1 0.5
H -4.489 -2.036 -0.125 0.1 -1.3 -0.8
H -1.779 -0.414 -4.194 0.0 -0.2 0.1
H -1.927 2.298 -4.444 -0.3 -0.1 -0.3
H 2.087 3.404 -2.495 -0.2 0.1 -0.4
H 1.599 4.919 -3.385 -0.2 0.1 1.0
H 1.360 3.529 -4.200 0.6 -0.8 0.3
H 0.106 3.734 -0.596 0.2 -0.2 0.5
H -1.491 4.043 -1.302 -1.0 -0.1 0.8
H -0.302 5.324 -1.273 0.1 -0.5 -0.3
H -0.764 4.120 -4.690 -0.2 -0.1 -1.4
H -0.699 5.495 -3.636 -0.1 0.8 -0.1
H -2.053 4.337 -3.465 -0.2 0.2 -0.2
N 0.554 2.744 2.428 -0.4 0.4 -1.0
C 0.525 1.704 3.316 1.1 -0.1 2.0
C 1.087 1.876 4.628 -0.1 0.3 -0.4
C 1.044 0.779 5.467 0.0 -0.1 -0.2
C 0.532 -0.418 5.008 -0.8 -0.7 -0.8
C 0.043 -0.464 3.704 0.3 -1.3 1.9
N 0.023 0.557 2.889 0.3 0.9 -0.2
C -0.637 3.127 1.802 0.6 -1.5 0.0
C -1.102 4.379 2.002 -0.6 2.7 0.6
C -2.355 4.713 1.495 0.6 0.7 0.3
C -3.080 3.760 0.849 -1.7 -1.3 -0.2
C -2.536 2.506 0.733 1.0 -1.5 -1.0
N -1.279 2.202 1.113 -1.3 0.0 0.1
H 0.856 3.557 2.874 1.2 1.3 0.8
H 1.553 2.828 5.024 -0.8 -1.1 -0.9
H 1.400 0.813 6.475 0.3 0.3 0.4
H 0.441 -1.330 5.611 0.3 0.6 -0.2
H -0.306 -1.407 3.326 -0.3 -0.2 -0.2
H -0.524 5.124 2.605 -0.6 -0.8 -0.7
H -2.786 5.693 1.597 0.2 0.3 0.3
H -4.131 3.853 0.534 0.7 0.4 0.1
H -3.013 1.654 0.233 -0.2 0.6 0.2
```
Positions in Å, forces in eV/Å.

LUMO level (alpha / beta) = -2.099 / -3.201 eV
Calculated total energy = -4559.742001 Ha
Spin multiplicity = 2
HOMO-LUMO gap (alpha / beta) = 7.76 / 6.88 eV
<S²> = 0.7554
Net charge = +1
Highest occupied orbital energy (alpha / beta) = -9.86 / -10.08 eV

Results of the Mulliken charge analysis, in e, for atoms 1 through 5: number 1, Cu, carries -0.294; number 2, C, carries -1.401; number 3, C, carries 1.022; number 4, C, carries -1.861; number 5, C, carries -1.442

***

2.
Here is a cluster of 4 separate species, C31H43Br2FINO11 in total from OMol25. Energies are from ωB97M-V/def2-TZVPD.

```
90
Properties=species:S:1:pos:R:3:forces:R:3
C -0.987 -6.833 -4.346 0.8 6.8 0.1
C -0.773 -5.523 -4.391 -2.5 -6.0 1.0
C -0.995 -3.919 -4.184 0.3 -0.8 0.3
C -0.414 -3.450 -2.744 1.5 1.0 2.0
C 1.117 -2.962 -2.708 -1.5 -0.1 2.8
C 1.981 -3.006 -4.081 -0.4 0.1 0.1
C 1.907 -1.622 -4.917 0.9 -0.7 -1.0
F 0.559 -1.081 -4.994 2.3 -0.8 0.4
C 1.760 -2.443 -1.330 -3.3 -1.4 0.6
C 3.264 -1.891 -1.202 -0.6 0.4 -2.4
Br 4.379 -2.846 0.161 -0.7 0.6 -0.9
C 3.370 -0.256 -1.091 0.2 -0.4 1.1
C 3.197 0.314 0.404 -0.4 1.1 0.1
Br 1.830 0.482 -2.162 1.0 0.0 0.4
C 0.822 -2.500 -0.070 -2.2 -0.9 -1.5
C -0.685 -2.983 -0.107 2.3 0.5 -2.6
C -1.346 -3.447 -1.457 2.8 1.0 0.5
C -2.893 -3.876 -1.417 1.0 -1.1 1.1
I -4.221 -2.423 -2.444 0.8 -0.7 0.4
C -3.202 -5.375 -1.931 -0.9 -0.4 -0.1
C -2.371 -6.531 -1.151 -0.5 -0.1 -0.1
C -1.256 -2.840 1.382 -2.5 -0.3 1.5
O -2.322 -3.257 1.943 4.3 1.4 -3.4
N -0.279 -2.076 2.240 0.6 -3.8 -3.5
C 1.019 -2.144 1.471 2.5 1.1 2.9
O 2.024 -1.947 2.223 -3.3 -0.9 -4.0
H -1.255 -7.953 -4.215 0.9 2.7 -0.5
H -2.119 -3.631 -4.191 1.8 -0.9 -0.1
H -0.517 -3.354 -5.076 -0.7 -0.9 1.8
H 3.109 -3.226 -3.888 -2.0 0.5 -0.1
H 1.635 -3.861 -4.798 0.4 1.5 1.7
H 2.694 -0.855 -4.546 -2.0 -1.0 -0.3
H 2.228 -1.889 -6.008 -0.8 0.5 1.9
H 3.776 -2.138 -2.223 -0.9 0.3 2.0
H 4.336 0.127 -1.623 -1.8 -0.9 1.1
H 3.470 1.450 0.431 -0.4 -2.1 -0.3
H 2.077 0.275 0.732 2.1 -0.2 -0.7
H 3.848 -0.195 1.201 -1.0 0.5 -1.5
H -3.247 -3.835 -0.304 0.8 0.1 -2.1
H -3.141 -5.474 -3.092 0.2 0.2 2.2
H -4.326 -5.577 -1.682 2.0 0.5 -0.4
H -2.605 -6.455 -0.017 0.7 0.0 -1.9
H -1.241 -6.527 -1.371 -1.8 0.2 0.5
H -2.772 -7.567 -1.488 0.6 1.8 0.5
H -0.082 -2.828 2.948 -0.4 1.5 0.1
C -3.754 -3.254 4.601 -0.2 -0.1 0.1
C -3.359 -3.583 6.029 0.4 0.3 -0.6
O -4.510 -3.941 6.805 -0.2 -0.7 0.3
C -4.947 -5.204 6.646 0.1 0.3 -0.2
O -4.457 -6.043 5.925 -0.3 0.4 0.5
O -6.044 -5.365 7.412 0.5 0.1 -0.2
C -6.657 -6.646 7.278 -0.3 -0.4 0.0
H -4.541 -2.494 4.585 0.1 0.0 0.1
H -2.895 -2.887 4.037 -0.2 -0.1 0.1
H -4.151 -4.134 4.089 0.2 0.0 0.0
H -2.924 -2.697 6.499 -0.3 -0.1 0.2
H -2.601 -4.371 6.066 -0.3 -0.1 0.0
H -5.936 -7.451 7.436 0.0 0.2 -0.2
H -7.123 -6.734 6.294 0.2 -0.1 0.1
H -7.436 -6.727 8.039 0.2 0.3 0.0
C -0.423 3.242 -3.981 0.0 -0.1 0.3
C -0.065 4.655 -4.402 0.2 -0.6 -0.3
O -0.717 5.616 -3.564 0.3 0.4 0.5
C -0.134 5.834 -2.370 -0.1 -0.2 0.0
O 0.874 5.303 -1.962 -0.6 0.4 -0.3
O -0.885 6.729 -1.697 0.4 -0.3 -0.5
C -0.417 6.996 -0.375 0.1 0.2 0.5
H -1.508 3.115 -3.941 0.1 0.0 -0.2
H -0.005 2.512 -4.679 0.0 0.1 0.0
H -0.040 3.020 -2.981 0.1 0.1 -0.1
H -0.421 4.832 -5.421 -0.1 0.2 0.3
H 1.018 4.812 -4.408 -0.2 0.0 0.2
H 0.638 7.280 -0.376 -0.1 -0.2 0.0
H -0.582 6.124 0.261 0.2 0.1 -0.1
H -0.997 7.831 0.024 -0.1 -0.1 -0.3
C 5.095 8.776 3.822 0.1 -0.2 -0.2
C 4.016 9.650 3.210 0.0 -0.1 0.7
O 4.262 9.859 1.815 -0.3 -0.3 -0.5
C 3.892 8.850 1.003 0.2 0.0 0.1
O 3.375 7.811 1.348 0.2 0.7 -0.3
O 4.221 9.188 -0.259 -0.2 0.0 0.6
C 3.950 8.169 -1.220 -0.1 -0.3 -0.4
H 6.087 9.187 3.614 -0.1 0.1 0.1
H 4.963 8.698 4.904 0.0 0.0 -0.1
H 5.073 7.769 3.399 -0.1 0.1 0.1
H 4.034 10.635 3.685 0.0 0.0 -0.4
H 3.018 9.232 3.374 0.2 -0.1 -0.2
H 2.914 7.826 -1.155 0.2 -0.1 0.1
H 4.641 7.334 -1.081 -0.2 0.0 0.1
H 4.110 8.591 -2.213 0.1 0.2 0.3
```
Positions in Å, forces in eV/Å.

LUMO level = -1.345 eV
Calculated total energy = -7634.673983 Ha
HOMO-LUMO gap = 7.91 eV
Highest occupied orbital energy = -9.25 eV

Results of the Mulliken charge analysis, in e, for atoms 1 through 5: number 1, C, carries -0.326; number 2, C, carries -0.201; number 3, C, carries -0.766; number 4, C, carries 0.880; number 5, C, carries 0.329

***

3.
Here is a structure of composition C31H43Cl3GeN8O3Ti from OMol25. Energies are from ωB97M-V/def2-TZVPD.

```
90
Properties=species:S:1:pos:R:3:forces:R:3
Ti -0.166 0.566 0.062 -0.9 0.4 -0.3
O -1.629 -1.063 0.544 0.2 -0.1 0.3
C -2.707 -1.339 -0.406 0.1 0.0 0.0
C -2.308 -0.521 -1.651 -0.1 0.0 -0.1
O -2.855 -0.645 -2.711 0.0 0.0 0.0
O -1.324 0.326 -1.421 0.3 0.0 0.1
C -2.750 -2.847 -0.621 0.0 0.0 0.0
C -3.006 -3.632 0.505 0.0 0.0 0.0
C -2.995 -5.014 0.425 0.0 0.0 0.0
C -2.755 -5.631 -0.796 0.0 0.0 0.0
C -2.539 -4.858 -1.925 0.0 0.0 0.0
C -2.536 -3.470 -1.843 0.0 0.0 0.0
C -4.043 -0.828 0.116 0.0 0.0 0.0
C -5.168 -1.024 -0.683 0.0 0.0 0.0
C -6.406 -0.582 -0.254 0.0 0.0 0.0
C -6.536 0.047 0.978 0.0 0.0 0.0
C -5.420 0.234 1.775 0.0 0.0 0.0
C -4.172 -0.199 1.344 0.0 0.0 0.0
H -1.653 -1.732 1.242 0.0 0.0 -0.1
H -3.268 -3.162 1.450 0.0 0.0 0.0
H -3.197 -5.607 1.307 0.0 0.0 0.0
H -2.758 -6.710 -0.871 0.0 0.0 0.0
H -2.375 -5.332 -2.883 0.0 0.0 0.0
H -2.378 -2.880 -2.735 0.0 0.0 0.0
H -5.068 -1.510 -1.645 0.0 0.0 0.0
H -7.274 -0.727 -0.884 0.0 0.0 0.0
H -7.505 0.394 1.310 0.0 0.0 0.0
H -5.509 0.736 2.729 0.0 0.0 0.0
H -3.305 -0.002 1.958 0.0 0.0 0.0
C 0.516 -1.857 -1.938 0.0 0.1 0.0
N 1.356 -2.847 -2.568 0.0 0.0 0.0
C 1.868 -3.758 -1.546 0.0 0.0 0.0
N 2.652 -3.034 -0.541 0.0 0.0 0.0
C 1.810 -2.037 0.082 0.0 0.0 0.0
N 1.259 -1.051 -0.903 0.0 0.2 0.1
C 2.422 -0.433 -1.613 0.0 0.0 0.0
N 3.277 -1.419 -2.237 0.0 0.0 0.0
C 2.483 -2.175 -3.213 0.0 0.0 0.0
C 3.759 -2.349 -1.215 0.0 0.0 0.0
H -0.314 -2.351 -1.436 0.0 0.0 0.0
H 0.130 -1.166 -2.686 0.0 0.0 0.0
H 2.501 -4.510 -2.017 0.0 0.0 0.0
H 1.030 -4.258 -1.058 0.0 0.0 0.0
H 2.396 -1.499 0.826 0.0 0.0 0.0
H 0.965 -2.522 0.576 0.0 0.0 0.0
H 2.998 0.157 -0.895 0.0 0.0 0.0
H 2.022 0.239 -2.373 0.0 0.0 0.0
H 3.121 -2.919 -3.690 0.0 0.0 0.0
H 2.107 -1.494 -3.977 0.0 0.0 0.0
H 4.344 -1.799 -0.474 0.0 0.0 0.0
H 4.404 -3.091 -1.684 0.0 0.0 0.0
Cl -1.269 5.298 -0.524 -0.1 -0.1 -0.1
Ge -2.420 3.441 -1.183 0.0 0.1 0.2
Cl -4.420 3.909 -0.390 0.1 0.0 0.0
Cl -1.749 2.155 1.101 0.2 -0.2 -0.2
C 3.344 4.385 0.611 0.0 0.1 0.0
N 2.000 3.849 0.464 0.1 -0.2 0.0
C 1.170 3.863 1.658 0.0 0.0 0.1
C 1.580 3.321 -0.713 0.0 0.2 0.0
N 0.847 2.222 -0.783 0.2 -0.1 0.0
N 1.983 3.962 -1.838 0.0 0.0 0.0
C 1.838 3.335 -3.140 0.0 0.0 0.0
C 2.095 5.420 -1.882 0.0 0.0 0.0
H 3.894 3.811 1.363 0.0 0.0 0.0
H 3.317 5.427 0.933 0.0 0.0 0.0
H 3.885 4.325 -0.328 0.0 0.0 0.0
H 1.472 4.725 2.254 0.0 0.0 0.0
H 1.280 2.972 2.279 0.0 0.0 0.0
H 0.129 3.983 1.386 0.0 0.0 0.0
H 0.466 2.145 -1.725 -0.1 0.0 0.0
H 0.804 3.373 -3.503 0.0 0.0 0.0
H 2.178 2.301 -3.108 0.0 0.0 0.0
H 2.465 3.870 -3.851 0.0 0.0 0.0
H 1.873 5.844 -0.909 0.0 0.0 0.0
H 1.360 5.809 -2.587 0.0 0.0 0.0
H 3.095 5.720 -2.201 0.0 0.0 0.0
C 2.717 0.210 5.841 0.0 0.0 0.0
C 2.048 0.239 4.501 0.1 0.0 0.1
C 2.743 0.575 3.344 0.0 0.0 -0.1
C 2.074 0.601 2.137 0.1 0.0 0.1
N 0.775 0.308 2.023 -0.1 -0.1 -0.1
C 0.092 -0.005 3.134 0.1 0.1 0.0
C 0.690 -0.051 4.373 -0.1 0.0 0.0
H 3.798 0.284 5.751 0.0 0.0 0.0
H 2.471 -0.707 6.375 0.0 0.0 0.0
H 2.365 1.046 6.448 0.0 0.0 0.0
H 3.795 0.823 3.383 0.0 0.0 0.0
H 2.587 0.888 1.224 0.0 0.0 0.0
H -0.969 -0.186 3.013 0.0 0.0 0.0
H 0.096 -0.305 5.241 0.0 0.0 0.0
```
Positions in Å, forces in eV/Å.

LUMO level (alpha / beta) = -3.210 / -3.144 eV
Calculated total energy = -6177.879175 Ha
Spin multiplicity = 2
HOMO-LUMO gap (alpha / beta) = 7.58 / 7.68 eV
<S²> = 0.7527
Net charge = +1
Relative energy (zero: lowest compared OMol25 entry of this formula, charge and spin) = 0.509 eV
Highest occupied orbital energy (alpha / beta) = -10.79 / -10.83 eV

Results of the Mulliken charge analysis, in e, for atoms 1 through 5: number 1, Ti, carries -0.137; number 2, O, carries 0.430; number 3, C, carries 3.525; number 4, C, carries -0.794; number 5, O, carries -0.631

***

Question: Which of these has the highest calculated total energy?
Answer: C31H43BCuN9S3